Entry from the Open Molecules 2025 dataset: a 3-piece molecular cluster, C22H26ClF2N3O2PS overall (ωB97M-V/def2-TZVPD).

## Properties
**Charge**: +1
**LUMO energy**: -3.7 eV
**HOMO-LUMO gap**: 0.2603 Eh

Each atom is followed by the atoms it is bonded to, with distances in Å.
Atoms and positions in Å:
1 C 6.3599 -3.1362 -0.8967  C2 1.542, H19 1.092, H20 1.087, H21 1.092
2 C 5.1771 -2.3469 -0.2995  C1 1.542, C3 1.562, H22 1.093, H23 1.087
3 C 4.6936 -3.0553 1.0056  C2 1.562, C4 1.542, C5 1.517, H24 1.091
4 C 5.3481 -2.4171 2.2470  C3 1.542, H25 1.088, H26 1.094, H27 1.086
5 C 3.1857 -3.2138 1.0424  C3 1.517, C6 1.358, N16 1.391
6 C 2.6049 -4.2128 0.3298  C5 1.358, O7 1.364, N10 1.390
7 O 3.1588 -5.1602 -0.4805  C6 1.364, C8 1.331
8 C 2.9658 -4.8190 -1.7526  O7 1.331, N9 1.149
9 N 2.7241 -4.6788 -2.8667  C8 1.149
10 N 1.2395 -4.1133 0.5730  C6 1.390, Cl11 1.691, C12 1.321
11 Cl 0.0972 -5.1532 -0.1138  N10 1.691
12 C 0.9786 -3.1048 1.3861  N10 1.321, C13 1.498, N16 1.359
13 C -0.3948 -2.7338 1.8549  C12 1.498, O14 1.400, H28 1.098, H29 1.093
14 O -0.5307 -1.3411 1.9083  C13 1.400, C15 1.438
15 C -1.5279 -0.9387 2.8636  O14 1.438, H30 1.082, H31 1.093, H32 1.093
16 N 2.1675 -2.5181 1.6856  C5 1.391, C12 1.359, P17 1.771
17 P 2.3717 -1.0988 2.7250  N16 1.771, S18 1.931, H33 1.398, H34 1.403
18 S 2.6334 -1.5588 4.5820  P17 1.931
19 H 7.2051 -3.1046 -0.2056  C1 1.092
20 H 6.6561 -2.7517 -1.8692  C1 1.087
21 H 6.1015 -4.1927 -0.9987  C1 1.092
22 H 4.3664 -2.4007 -1.0307  C2 1.093
23 H 5.4903 -1.3248 -0.1004  C2 1.087
24 H 5.0836 -4.0726 0.9483  C3 1.091
25 H 6.4103 -2.6522 2.2370  C4 1.088
26 H 5.2919 -1.3291 2.1483  C4 1.094
27 H 4.8813 -2.6881 3.1899  C4 1.086
28 H -0.5500 -3.1583 2.8559  C13 1.098
29 H -1.1249 -3.1745 1.1704  C13 1.093
30 H -1.9101 0.0186 2.5333  C15 1.082
31 H -1.0789 -0.8720 3.8579  C15 1.093
32 H -2.3526 -1.6543 2.9130  C15 1.093
33 H 1.2014 -0.3513 2.5605  P17 1.398
34 H 3.4456 -0.3631 2.2018  P17 1.403
35 F -1.6387 2.2263 3.1528  C36 1.357
36 C -2.1462 2.9411 2.1166  F35 1.357, C37 1.380, C41 1.380
37 C -3.4633 2.7467 1.7536  C36 1.380, C38 1.388, H42 1.083
38 C -3.9799 3.4815 0.6954  C37 1.388, C39 1.388, H43 1.082
39 C -3.1761 4.3868 0.0163  C38 1.388, C40 1.388, H44 1.081
40 C -1.8526 4.5623 0.3976  C39 1.388, C41 1.388, H45 1.081
41 C -1.3296 3.8382 1.4596  C36 1.380, C40 1.388, H46 1.082
42 H -4.0727 2.0337 2.2943  C37 1.083
43 H -5.0123 3.3481 0.4023  C38 1.082
44 H -3.5825 4.9565 -0.8080  C39 1.081
45 H -1.2251 5.2660 -0.1320  C40 1.081
46 H -0.3037 3.9675 1.7790  C41 1.082
47 F -4.9940 5.9031 -2.5657  C48 1.349
48 C -5.0214 4.8627 -3.4243  F47 1.349, C49 1.381, C53 1.380
49 C -5.9632 3.8693 -3.2437  C48 1.381, C50 1.387, H54 1.082
50 C -5.9906 2.8022 -4.1301  C49 1.387, C51 1.388, H55 1.082
51 C -5.0767 2.7379 -5.1733  C50 1.388, C52 1.388, H56 1.082
52 C -4.1352 3.7454 -5.3339  C51 1.388, C53 1.387, H57 1.082
53 C -4.1065 4.8203 -4.4572  C48 1.380, C52 1.387, H58 1.082
54 H -6.6634 3.9360 -2.4211  C49 1.082
55 H -6.7282 2.0208 -4.0064  C50 1.082
56 H -5.1000 1.9036 -5.8616  C51 1.082
57 H -3.4212 3.6962 -6.1447  C52 1.082
58 H -3.3865 5.6201 -4.5705  C53 1.082